(1)
17
Properties=species:S:1:pos:R:3 method="wB97M-V/def2-TZVPD" fmax_ev_per_a=4.96 smiles=C[C@@H]1O[C@H]1c1c[nH]cn1
C 1.198 -1.542 0.294
C 1.471 -1.001 2.436
C 0.236 -0.667 0.709
C -0.970 -0.076 -0.057
C -0.651 0.832 -1.219
C -1.669 1.998 -1.606
N 0.350 -0.428 2.039
N 1.969 -1.727 1.394
O -1.134 -0.501 -1.420
H 1.488 -1.587 -0.733
H 2.083 -0.866 3.338
H -1.874 -0.229 0.520
H 0.274 1.020 -1.666
H -1.773 1.926 -2.655
H -1.274 2.990 -1.350
H -2.619 1.897 -1.194
H 2.893 -2.039 1.171

(2)
18
Properties=species:S:1:pos:R:3 method="wB97M-V/def2-TZVPD" fmax_ev_per_a=6.95 smiles="O=c1cc[nH]c(=O)[nH]1.C=C"
C 1.381 0.577 -2.205
C 0.799 0.268 -1.051
C -1.813 0.281 0.991
C -0.713 1.252 1.139
C 0.547 0.613 1.096
C -0.359 -1.466 0.317
H 1.334 1.567 -2.665
H 1.998 -0.129 -2.711
H 0.217 0.991 -0.437
H 0.855 -0.732 -0.627
H -2.429 -1.454 -0.116
H -0.982 2.328 1.288
H 1.661 0.904 1.471
H 1.486 -1.309 0.875
N -1.618 -0.970 0.366
N 0.674 -0.806 1.013
O -2.945 0.762 1.143
O -0.093 -2.676 0.113

(3)
18
Properties=species:S:1:pos:R:3 method="wB97M-V/def2-TZVPD" fmax_ev_per_a=7.67 smiles="O=c1cc[nH]c(=O)[nH]1.C=C"
C -2.754 -0.461 0.017
C -2.486 1.043 0.012
C -1.257 1.341 0.126
C -0.334 -0.864 0.134
C 2.895 0.423 -0.402
C 2.663 -0.602 0.297
H -1.976 -2.084 -0.114
H -3.189 1.782 -0.057
H -0.889 2.350 -0.031
H 0.786 0.953 -0.128
H 2.329 1.326 -0.444
H 4.087 0.373 -0.610
H 1.826 -0.797 0.960
H 3.410 -1.429 0.178
N -1.602 -1.165 0.173
N -0.235 0.494 0.277
O -3.816 -0.936 -0.239
O 0.543 -1.748 -0.149

(4)
18
Properties=species:S:1:pos:R:3 method="wB97M-V/def2-TZVPD" fmax_ev_per_a=4.40
O -2.764 1.407 -0.018
C -1.869 0.598 -0.043
C -1.836 -0.794 -0.671
C -0.399 -1.140 -0.242
N -0.329 -0.673 1.172
C -0.476 0.683 0.584
C 0.377 0.150 -0.611
C 1.841 0.107 -0.397
N 2.782 -0.680 -0.281
H -2.581 -1.462 -0.218
H -2.008 -0.751 -1.755
H -0.001 -2.131 -0.479
H -1.101 -0.972 1.768
H -0.223 1.569 1.175
H 0.177 0.589 -1.599
O 2.756 1.451 0.362
H 2.076 1.836 0.931
H 3.577 0.213 0.321

(5)
20
Properties=species:S:1:pos:R:3 method="wB97M-V/def2-TZVPD" fmax_ev_per_a=3.37 smiles="O=c1cc[nH]c(=O)[nH]1.CC(=O)O"
C -3.019 0.023 0.087
C -4.529 0.136 0.029
C 3.793 -0.190 0.013
C 3.310 1.230 0.080
C 1.957 1.414 0.039
C 1.438 -0.937 -0.073
H -1.681 -1.327 -0.025
H -4.761 1.177 0.020
H -4.840 -0.451 -0.865
H -4.938 -0.352 0.930
H 3.084 -2.162 0.000
H 4.052 1.971 0.101
H 1.471 2.407 0.113
H 0.078 0.549 -0.334
N 2.809 -1.133 0.003
N 1.046 0.359 -0.218
O -2.182 0.897 -0.049
O -2.687 -1.260 0.082
O 4.936 -0.486 0.083
O 0.661 -1.864 -0.018

(6)
20
Properties=species:S:1:pos:R:3 method="wB97M-V/def2-TZVPD" fmax_ev_per_a=4.49
C -0.806 3.417 1.707
C -0.507 1.226 0.052
C 0.807 -0.646 -0.373
C 3.101 -2.464 -0.246
C -0.529 -0.166 -0.290
C -1.663 -0.985 -0.450
H -0.093 2.552 2.374
H -1.558 4.044 2.562
H -0.281 4.363 1.108
H 3.488 -1.980 0.695
H 3.391 -3.515 -0.150
H 3.637 -1.910 -1.074
H -0.816 -2.961 -0.469
H -2.361 -2.976 -0.981
N 0.599 1.710 0.458
N -1.547 -2.332 -0.685
O -2.726 -0.414 -0.639
S -1.835 2.316 0.429
S 1.818 0.572 0.172
S 1.305 -2.403 -0.585

no.,highest occupied orbital energy (eV),DFT total energy (hartree)
1,-8.666,-418.1075
2,-8.822,-493.2380
3,-9.591,-493.3140
4,-9.478,-493.2512
5,-9.563,-643.9739
6,-8.508,-1612.6473